Density functional theory data (ωB97M-V/def2-TZVPD) for a molecular structure, C43H38AsIN5O3SZr at a distorted geometry.

Structure (XYZ):
```
93
Properties=species:S:1:pos:R:3:mulliken_charge:R:1
Zr 0.30650 -0.11000 -0.01390 -0.77
C -1.52210 -2.57840 2.96950 -2.04
C -1.06400 -1.19770 2.46410 1.43
O -0.63150 -1.31680 1.15050 -0.19
C -0.02570 -0.63420 3.40440 -1.33
C 0.81480 0.36210 3.05190 0.72
C 1.74580 0.96680 4.08200 -1.66
N 0.82710 0.84550 1.77760 1.27
N 1.71160 1.86460 1.55920 -1.00
C 2.04830 2.06620 0.31960 -0.60
O 1.60450 1.30900 -0.67860 0.74
C 3.05310 3.10700 0.10800 -0.26
C 3.64900 3.30290 -1.13710 0.30
C 4.66030 4.22920 -1.29950 -0.93
C 5.09980 4.98300 -0.22320 -0.41
C 4.50730 4.80670 1.02030 -0.78
C 3.49780 3.88370 1.18560 -0.55
H -0.68020 -3.25840 2.85960 0.40
H -1.82590 -2.55310 4.01480 0.40
H -2.34910 -2.93770 2.35720 0.34
H -0.00640 -1.02230 4.41230 0.24
H 1.98750 0.23450 4.84860 0.42
H 2.66050 1.31580 3.60880 0.33
H 1.26230 1.82580 4.54870 0.26
H 3.30910 2.70200 -1.96440 0.52
H 5.11370 4.36750 -2.27320 0.41
H 5.89670 5.70290 -0.35010 0.38
H 4.84110 5.40050 1.86190 0.40
H 3.03390 3.73010 2.14570 0.44
O 1.82260 -3.92920 -1.64210 -0.87
C 1.63690 -2.83060 -1.09160 -0.34
N 0.59980 -2.02390 -1.24350 1.14
C -0.43320 -2.59310 -2.07830 -1.69
C -1.82520 -2.16500 -1.72620 1.11
C -2.88760 -3.02610 -2.00090 -0.79
C -4.18400 -2.59190 -1.80690 -0.73
C -4.38230 -1.30720 -1.32530 -1.02
C -3.27050 -0.53330 -1.04120 -0.61
N -2.01850 -0.94360 -1.23780 1.25
C 2.69030 -2.30860 -0.15540 0.72
C 3.81800 -3.10050 0.05500 -0.98
C 4.79180 -2.67050 0.93270 -0.35
C 4.61730 -1.43720 1.54000 -1.21
C 3.47470 -0.70450 1.25480 -0.04
N 2.51190 -1.13170 0.44540 1.00
H -0.27180 -2.30060 -3.14050 0.15
H -0.35720 -3.69020 -2.04160 0.86
H -2.68050 -4.02000 -2.36690 0.52
H -5.02180 -3.23800 -2.03040 0.42
H -5.37490 -0.91190 -1.17200 0.51
H -3.37240 0.47780 -0.66110 0.41
H 3.88070 -4.03260 -0.48470 0.55
H 5.66790 -3.27040 1.13550 0.43
H 5.34990 -1.04210 2.22550 0.48
H 3.35200 0.28200 1.68360 0.28
S -1.37660 1.93460 -0.09060 -0.64
C -1.03700 2.94880 -1.46000 0.42
C -1.38720 4.30270 -1.37700 -0.71
C -1.25330 5.14120 -2.45950 -0.80
C -0.78860 4.64970 -3.67210 -0.86
C -0.43320 3.31550 -3.76990 -0.66
C -0.51780 2.46110 -2.67550 -0.18
As 0.03950 0.58680 -2.75530 2.62
C -0.86870 0.23980 -4.50520 0.53
C -2.26280 0.17370 -4.51320 -0.34
C -2.95480 -0.15180 -5.66460 -0.78
C -2.26570 -0.41590 -6.83830 -0.52
C -0.88240 -0.35710 -6.84780 -0.73
C -0.19320 -0.03850 -5.69090 -0.54
C 1.84520 0.70460 -3.53290 1.20
C 2.55450 -0.49580 -3.57540 -0.50
C 3.86820 -0.53650 -4.00620 -0.86
C 4.50640 0.62960 -4.39890 -0.86
C 3.81290 1.82630 -4.37080 0.03
C 2.49180 1.86200 -3.94860 -1.76
H -1.77510 4.66650 -0.43750 0.52
H -1.52960 6.18290 -2.36880 0.37
H -0.70340 5.30060 -4.53110 0.39
H -0.09860 2.91310 -4.72370 0.49
H -2.80170 0.38950 -3.59430 0.31
H -4.03560 -0.20060 -5.65200 0.43
H -2.80370 -0.66750 -7.74100 0.37
H -0.33630 -0.55760 -7.75970 0.42
H 0.89070 0.00670 -5.70510 0.33
H 2.07080 -1.41720 -3.26330 0.33
H 4.39820 -1.47910 -4.02620 0.48
H 5.53860 0.60360 -4.71990 0.34
H 4.30470 2.74550 -4.65980 0.41
H 1.96670 2.80870 -3.91890 0.23
I -3.25980 0.09310 4.23820 -0.03
C -2.25900 -0.22750 2.37540 -0.68
H -1.91670 0.75330 2.04420 0.15
H -3.01450 -0.61000 1.69030 0.37
```

The energy is -5139.8625 a.u. The calculation puts the lowest unoccupied orbital energy at 2.38 eV. As for the charge: -1. As for the spin multiplicity: 1. Its HOMO energy is -3.742 eV. The value obtained for the frontier orbital gap is 6.12 eV. As for the relative energy (zero: lowest compared OMol25 entry of this formula, charge and spin): 0.083 eV.

Density functional theory data (ωB97M-V/def2-TZVPD) for a molecular structure, C43H38F5FeNP2S2Se at a distorted geometry.

Structure (XYZ):
```
93
Properties=species:S:1:pos:R:3:mulliken_charge:R:1
Fe -0.83224 -0.14005 -0.10728 0.79
C 1.92467 -0.49051 -3.09449 -1.04
C 3.05974 -1.02901 -2.25565 1.03
C 4.18959 -1.54706 -2.88602 -0.89
C 5.26791 -2.02757 -2.15808 -0.82
C 5.22509 -2.00028 -0.77321 -0.84
C 4.11239 -1.47393 -0.12827 -0.76
C 3.02584 -0.98233 -0.85110 0.91
P 1.62881 -0.07719 -0.04578 1.83
C 1.81960 -0.60398 1.72263 0.78
C 1.59910 -1.97338 1.91255 0.87
C 1.63844 -2.56016 3.16280 -0.98
C 1.86341 -1.75988 4.27615 -1.02
C 2.06492 -0.40104 4.10774 -0.95
C 2.05828 0.20666 2.84467 0.28
C 2.30857 1.69645 2.78374 -1.42
C 2.11442 1.63150 -0.27678 -0.09
C 3.40049 2.04406 -0.64525 -0.58
C 3.65447 3.36080 -0.97302 -0.89
C 2.58759 4.26821 -0.97250 -0.67
C 1.31570 3.87053 -0.61996 -1.11
C 1.03945 2.54485 -0.21272 0.90
C -0.27405 2.14582 0.22835 -0.28
H 2.03542 -0.79926 -4.13560 0.48
H 1.91023 0.60573 -3.06395 0.36
H 0.95855 -0.84682 -2.73599 -0.20
H 4.22334 -1.56306 -3.97054 0.44
H 6.14169 -2.41024 -2.67213 0.39
H 6.05654 -2.37762 -0.19105 0.45
H 4.09899 -1.44342 0.95176 0.40
H 1.39535 -2.59292 1.04574 -0.21
H 1.47185 -3.62735 3.27790 0.33
H 1.88890 -2.19418 5.26911 0.49
H 2.24292 0.22319 4.97892 0.39
H 2.53832 2.07326 3.78193 0.51
H 1.43363 2.23887 2.40889 0.11
H 3.13959 1.94159 2.12396 0.32
H 4.21069 1.32458 -0.69003 0.48
H 4.65459 3.67640 -1.24349 0.43
H 2.76738 5.30286 -1.24733 0.37
H 0.50140 4.59128 -0.61544 0.47
H -1.06074 2.89032 0.23880 1.02
H -0.33096 1.45209 1.06601 -1.17
F -0.47342 0.14836 7.46006 -0.34
C -0.78144 -0.16210 6.20229 0.91
C -1.00986 -1.47282 5.85077 0.37
F -0.91900 -2.43294 6.77711 -0.37
C -1.31876 -1.78840 4.54594 0.06
F -1.50808 -3.08552 4.26471 -0.47
C -1.41157 -0.82792 3.55352 -0.11
Se -1.76552 -1.36346 1.76756 -0.27
C -1.19894 0.48398 3.94398 0.17
F -1.30957 1.48858 3.06738 -0.39
C -0.87002 0.82197 5.24312 0.07
F -0.64518 2.09265 5.57799 -0.38
C -4.23220 0.08567 -0.55449 -1.90
P -2.72560 0.85004 -1.27310 1.46
C -2.82533 0.33729 -3.02303 -0.09
C -1.63815 0.36085 -3.75995 -0.11
C -1.60728 -0.08052 -5.07642 -0.61
C -2.76796 -0.56303 -5.66732 -0.64
C -3.95672 -0.58143 -4.94658 -0.70
C -3.98661 -0.12959 -3.63187 -0.53
C -3.22635 2.60431 -1.32470 0.66
C -3.71790 3.19118 -0.15751 -0.64
C -4.12760 4.51639 -0.15259 -0.60
C -4.03414 5.27719 -1.31174 -0.58
C -3.50941 4.71205 -2.46698 -0.68
C -3.10673 3.37931 -2.47514 -0.44
H -4.19116 -0.98827 -0.73062 0.42
H -5.14366 0.50895 -0.97780 0.50
H -4.22228 0.24078 0.52067 0.44
H -0.72826 0.71760 -3.28744 0.45
H -0.67615 -0.06508 -5.63137 0.43
H -2.74516 -0.93595 -6.68449 0.38
H -4.86318 -0.95861 -5.40561 0.40
H -4.92249 -0.15047 -3.08459 0.34
H -3.77718 2.61103 0.75788 0.28
H -4.52374 4.95536 0.75713 0.42
H -4.36576 6.30933 -1.31410 0.39
H -3.41540 5.30615 -3.36969 0.42
H -2.70639 2.94683 -3.38372 0.38
S -1.12702 -2.14185 -1.52012 -0.30
C -0.39310 -3.46173 -0.78438 -0.11
N -0.80351 -4.04447 0.31978 0.08
C -0.00112 -5.15589 0.83221 -0.21
C 0.74367 -5.69929 -0.37889 -0.62
S 1.02377 -4.24204 -1.42684 -0.07
H -1.41872 -3.50773 0.93748 0.07
H -0.65003 -5.91344 1.26456 0.50
H 0.68493 -4.79921 1.60321 -0.16
H 0.13160 -6.40158 -0.94044 0.36
H 1.69383 -6.16039 -0.12185 0.45
```

The energy is -7359.6782 a.u. The calculation puts the lowest unoccupied orbital energy (alpha / beta) at 0.08 / 0.01 eV. As for the charge: 0. As for the spin multiplicity: 5. Its HOMO energy (alpha / beta) is -6.006 / -6.443 eV. The value obtained for the frontier orbital gap (alpha / beta) is 6.09 / 6.45 eV.

Density functional theory data (ωB97M-V/def2-TZVPD) for a molecular structure, C43H39BaIN4OP2 at a distorted geometry.

Structure (XYZ):
```
91
Properties=species:S:1:pos:R:3:mulliken_charge:R:1
Ba 1.22349 -1.25953 0.92360 2.73
C 3.42149 2.95284 2.00790 -0.97
C 2.77445 3.46959 3.11835 -0.72
C 1.75642 2.73960 3.70687 -0.88
C 1.39828 1.49853 3.17628 0.16
N 2.03010 1.01442 2.09985 0.69
C 3.00680 1.72069 1.53662 -0.61
C 0.31118 0.67993 3.77506 0.89
C -0.38179 1.14951 4.89078 -1.02
C -1.39089 0.37894 5.43362 -1.15
C -1.69219 -0.83408 4.84797 -0.89
C -0.97120 -1.25259 3.72940 0.76
N 0.01614 -0.50350 3.22093 0.32
C -1.31252 -2.53716 3.06016 0.28
C -2.34309 -3.35330 3.52763 -0.80
C -2.65693 -4.52027 2.85112 -0.54
C -1.93973 -4.85468 1.71505 -0.98
C -0.92896 -3.99974 1.31677 -0.26
N -0.61982 -2.87960 1.96528 0.41
H 4.21966 3.49233 1.51874 0.51
H 3.05785 4.43177 3.52253 0.46
H 1.25771 3.15122 4.56825 0.45
H 3.47869 1.27593 0.66464 0.58
H -0.15472 2.10281 5.33687 0.40
H -1.94079 0.72341 6.29827 0.47
H -2.48536 -1.43243 5.26361 0.39
H -2.90935 -3.09938 4.40828 0.42
H -3.45534 -5.15719 3.20585 0.45
H -2.15744 -5.75066 1.15231 0.47
H -0.34848 -4.21555 0.42582 0.39
C -1.13646 0.25241 -1.59123 -0.77
C -0.78096 0.76079 -0.19709 0.07
P -1.30348 2.46748 0.37196 -0.13
C -0.43966 3.45702 -0.90611 0.24
C -0.79715 3.51388 -2.25276 -0.21
C -0.02263 4.23477 -3.14920 -0.77
C 1.11261 4.90502 -2.71479 -0.59
C 1.47067 4.86272 -1.37586 -0.63
C 0.69410 4.14682 -0.47726 -0.28
C -3.05939 2.47757 -0.11430 0.65
C -3.66746 3.62236 -0.62410 -0.52
C -5.02962 3.63372 -0.88330 -0.65
C -5.79906 2.50764 -0.63333 -0.54
C -5.20412 1.37017 -0.10694 -0.73
C -3.84464 1.35714 0.15878 -0.36
P -0.71302 -1.53919 -1.83531 0.70
C -1.33765 -1.80834 -3.52508 0.86
C -2.71184 -1.69471 -3.74012 -0.61
C -3.23643 -1.90580 -5.00360 -0.69
C -2.40053 -2.25320 -6.05647 -0.56
C -1.03776 -2.38277 -5.84485 -0.73
C -0.50311 -2.15869 -4.58447 -0.37
C 1.11033 -1.54396 -2.08892 -0.56
C 1.77798 -2.74989 -1.85018 -0.43
C 3.15534 -2.84934 -1.99578 -0.65
C 3.89026 -1.72931 -2.36229 -0.81
C 3.24421 -0.52170 -2.59319 -0.76
C 1.86489 -0.43109 -2.46339 0.31
H -0.69065 0.87207 -2.36892 0.16
H -2.21959 0.30938 -1.73941 0.64
H 0.31382 0.79995 -0.10670 -0.60
H -1.16615 0.06033 0.55158 0.61
H -1.69311 3.01558 -2.59908 0.49
H -0.31107 4.28303 -4.19131 0.44
H 1.70647 5.47470 -3.41704 0.44
H 2.34073 5.40503 -1.02841 0.46
H 0.95821 4.13003 0.57469 0.41
H -3.08015 4.51115 -0.81551 0.46
H -5.48964 4.52880 -1.28037 0.42
H -6.86079 2.51879 -0.83875 0.40
H -5.80210 0.49284 0.10354 0.44
H -3.39776 0.46581 0.58795 0.34
H -3.37715 -1.44289 -2.92095 0.40
H -4.30134 -1.80809 -5.16702 0.41
H -2.81256 -2.42582 -7.04144 0.39
H -0.38280 -2.65510 -6.66178 0.42
H 0.56317 -2.25252 -4.43435 0.30
H 1.20166 -3.62756 -1.56973 0.40
H 3.65189 -3.79723 -1.83054 0.60
H 4.96258 -1.79993 -2.49263 0.52
H 3.81187 0.34744 -2.89984 0.51
H 1.37906 0.51459 -2.67655 0.44
N 4.87884 -1.89861 3.37743 -0.32
C 4.49747 -2.21535 2.14173 0.35
O 3.37657 -1.91895 1.70384 -0.74
C 5.49621 -2.94412 1.28744 -0.83
I 4.94018 -5.01691 1.26282 0.11
H 4.22092 -1.45197 3.99675 0.19
H 5.77828 -2.16012 3.74438 0.22
H 6.51522 -2.86778 1.65210 0.53
H 5.43263 -2.57998 0.26679 0.10
```

The energy is -2961.8450 a.u. The calculation puts the lowest unoccupied orbital energy at -5.33 eV. As for the charge: +2. As for the spin multiplicity: 1. Its HOMO energy is -12.421 eV. The value obtained for the frontier orbital gap is 7.09 eV. As for the relative energy (zero: lowest compared OMol25 entry of this formula, charge and spin): 0.805 eV.